The following is a quantum chemistry calculation of a cluster of 2 separate species, C18H19Cl2N2 in total at a distorted geometry, from the OMol25 dataset.

Output
- E_LUMO: -5.540 eV
- E_HOMO: -11.3 eV
- Maximum force: 2.22 eV Å⁻¹
- Charge: +1
- Energy relative to the best compared isomer or geometry (same formula, charge and spin): 0.0 kcal/mol
- Gap between HOMO and LUMO: 5.72 eV
- Multiplicity: 1
- Electronic energy: -1726.873426 hartree

Cartesian coordinates (Å):
C -2.847541 0.335129 2.136720
C -2.602218 -1.183253 2.103161
C -1.125004 -1.402140 1.770400
N -0.587284 -0.063729 1.522524
N 0.695652 0.216256 1.643901
C 1.594043 -0.624444 2.034767
C -1.541751 1.020995 1.731391
H -3.653575 0.628717 1.456350
H -3.105779 0.662953 3.149280
H -2.825211 -1.632836 3.076847
H -3.232690 -1.665382 1.348293
H -0.596428 -1.922944 2.583951
H -1.006402 -2.029694 0.869253
H 2.640446 -0.350266 1.875346
H 1.358159 -1.526498 2.618277
H -1.652034 1.603644 0.802516
H -1.174876 1.723264 2.501243
Cl 1.692055 5.791471 -0.417766
C 1.207280 4.194052 -0.784002
C -0.131039 3.930221 -1.124897
C -0.533531 2.619772 -1.323848
C 0.370755 1.517975 -1.178860
C -0.192762 0.211331 -1.215616
C 0.433009 -1.035031 -1.514176
C -0.397094 -2.065101 -2.056536
C 0.077665 -3.346627 -2.283908
C 1.421239 -3.645414 -1.998164
Cl 2.003649 -5.237455 -2.211389
C 2.279687 -2.647124 -1.514734
C 1.790455 -1.370271 -1.257442
C 1.741984 1.839293 -0.975377
C 2.141329 3.148632 -0.727381
H -0.837107 4.751765 -1.212198
H -1.569079 2.400716 -1.596499
H -1.285440 0.186023 -1.247164
H -1.432686 -1.814671 -2.297445
H -0.573521 -4.123569 -2.674963
H 3.324279 -2.881895 -1.324367
H 2.455032 -0.645108 -0.798231
H 2.497709 1.063053 -1.002489
H 3.178610 3.368185 -0.486770

Forces on the atoms, in the same order (eV/Å):
C -0.1170 0.3394 0.1636
C -0.1716 -0.3106 0.0474
C -0.0873 -0.2550 0.1584
N -0.4193 -0.8314 -0.0343
N 2.1702 0.3460 -0.3454
C -0.8490 0.2130 0.1204
C 0.1150 0.4821 -0.0697
H 0.0733 -0.0809 0.2780
H -0.1564 -0.1087 -0.2830
H -0.1009 0.0560 -0.3088
H 0.0599 0.0622 0.2585
H -0.2032 0.3208 -0.1737
H 0.1685 0.2159 0.2042
H -0.4059 0.1369 0.4474
H 0.1713 -0.0063 -0.7341
H 0.0390 -0.0872 0.2550
H -0.0727 -0.4037 -0.3027
Cl -0.0109 -0.0914 -0.0796
C -0.3542 -0.6395 0.0275
C 0.1082 -0.1991 -0.1176
C 0.1401 -0.1773 0.4482
C -0.2067 0.5438 0.1182
C 0.3797 0.3221 -0.9714
C -0.0127 -0.8270 0.3620
C 0.1182 0.0821 0.3641
C 0.1325 0.2419 -0.0122
C -0.2726 0.6990 0.1095
Cl 0.0025 0.0317 -0.0525
C -0.2243 0.2179 0.0136
C -0.0581 -0.2215 -0.0008
C -0.0948 0.3735 0.1966
C -0.1257 -0.4134 -0.2125
H 0.1465 -0.1668 -0.0176
H 0.2685 0.1579 0.1989
H 0.2497 0.0468 -0.1087
H 0.2562 -0.1947 0.1137
H 0.1193 0.1676 0.0484
H -0.2465 0.0175 0.0267
H -0.1624 -0.4056 -0.1700
H -0.1583 0.3732 0.1668
H -0.2080 -0.0276 -0.1327